[1]
Here is a molecular structure, C26H23NOS10Sc from the OMol25 dataset. Energies are from wB97M-V/def2-TZVPD.

Geometry as XYZ:
```
62
Properties=species:S:1:pos:R:3:forces:R:3
Sc -0.081346 0.433119 -0.284300 0.1136 -1.0135 -0.1927
S 2.018485 1.748099 0.148713 -0.2301 -0.2277 0.0809
C 1.489847 2.965358 -1.014551 0.0533 0.1988 -0.0832
C 1.805386 2.814247 -2.373430 -0.0099 0.0041 0.1097
C 1.463446 3.779739 -3.302548 0.0089 0.0177 -0.0819
C 0.806700 4.936491 -2.905325 0.0113 0.0195 -0.0527
C 0.479400 5.104822 -1.569999 0.0173 -0.0237 -0.0613
C 0.799723 4.129712 -0.630233 -0.1227 -0.0848 0.1283
S 0.185964 4.336338 1.032817 -0.1469 -0.0038 -0.1680
C -1.511822 3.688271 0.731618 0.3393 0.0912 0.1325
C -1.855218 2.475239 1.548908 -0.1537 0.1978 0.1444
C -2.965859 2.530689 2.355180 0.1130 0.0595 -0.0339
C -3.373224 1.352025 3.035255 0.0715 -0.0583 0.0109
C -2.560830 0.270763 3.036153 -0.1559 -0.1383 -0.0917
C -1.275701 0.354666 2.381743 0.5472 0.2793 0.2840
C -0.240079 -0.488082 2.641540 0.1529 0.0979 -0.1430
S -1.283648 -2.120141 0.406046 0.2491 -0.0442 -0.0645
C -1.680976 -3.157740 -0.948035 -0.0400 0.1293 0.1649
C -2.066400 -4.474294 -0.666259 0.0194 -0.0213 0.0182
C -2.346045 -5.359015 -1.682986 0.0055 -0.1110 0.1038
C -2.225936 -4.932376 -3.007900 0.0082 0.0987 -0.1012
C -1.872326 -3.633871 -3.298917 -0.0053 -0.0941 0.0646
C -1.603817 -2.701368 -2.275998 0.0887 0.2977 -0.0571
S -1.214928 -1.067907 -2.693259 0.2098 -0.4402 0.0634
N -1.069918 1.378499 1.453356 -0.3998 -0.2396 -0.0920
H 2.328250 1.919752 -2.684521 0.0326 0.0344 -0.0063
H 1.721509 3.630798 -4.344255 -0.0125 -0.0098 0.0083
H 0.552463 5.698644 -3.631740 -0.0120 0.0042 0.0171
H -0.046892 5.992283 -1.241048 0.0181 0.0028 0.0160
H -1.547703 3.459193 -0.328854 -0.0589 0.0086 -0.0172
H -2.214182 4.490017 0.952619 -0.0830 -0.0460 -0.0155
H -3.534942 3.446214 2.438086 -0.0013 0.0056 -0.0490
H -4.316962 1.342860 3.569353 0.0208 -0.0565 0.0279
H -2.798760 -0.635317 3.579043 -0.0371 0.0116 -0.0013
H -0.353937 -1.330413 3.308351 -0.0233 -0.0911 -0.1028
H 0.757781 -0.236061 2.299314 0.0122 0.0802 0.1254
H -2.121233 -4.781345 0.371494 0.0083 -0.0372 -0.0179
H -2.620230 -6.381485 -1.457278 -0.0149 0.0114 -0.0043
H -2.413899 -5.625633 -3.819163 0.0015 -0.0117 0.0143
H -1.789707 -3.290932 -4.322095 0.0077 -0.0591 -0.0170
S 2.167474 -6.341827 -3.585738 0.1202 -0.2124 -0.1314
C 1.980478 -4.922331 -2.784723 -0.2433 0.2189 0.2088
S 1.457435 -4.812414 -1.147542 0.0599 0.1736 -0.2721
C 1.422002 -3.052599 -1.033569 -0.0751 -0.1540 0.1711
C 1.807514 -2.345853 -2.158973 0.0430 0.0783 -0.0442
S 1.900543 -0.682691 -2.318308 0.1573 0.1886 -0.0240
S 2.224518 -3.368432 -3.526619 -0.0216 -0.0255 0.2611
S 0.989882 -2.329249 0.439785 -0.3368 0.0925 -0.0723
O -1.609983 1.438610 -1.276308 0.3150 0.4390 0.0885
S -2.831133 0.987535 -2.079079 -0.9857 0.3653 -0.0125
C -4.016757 2.387131 -1.819529 0.2455 -0.0417 0.0082
C -4.895779 2.070298 -0.624914 -0.1082 -0.0859 0.0230
C -5.154105 0.567568 -0.696744 -0.0040 0.1152 -0.0202
C -3.810350 -0.091057 -0.971786 -0.0386 -0.0071 -0.2420
H -4.595539 2.411591 -2.745941 0.0078 0.0351 -0.0129
H -3.442807 3.309052 -1.730374 0.0201 -0.0283 -0.0755
H -5.827098 2.641757 -0.644445 0.0435 0.0246 0.0060
H -4.369221 2.306304 0.298091 0.0302 0.0191 0.0421
H -5.859254 0.343826 -1.502419 0.0056 -0.0093 0.0100
H -5.577036 0.186286 0.233901 0.0008 -0.0400 -0.0217
H -3.879004 -1.067822 -1.447214 0.1020 -0.0167 0.0161
H -3.209616 -0.178042 -0.066450 0.0597 0.0326 0.0340
```
Positions in Å, forces in eV/Å.

Computed properties:
Frontier orbital gap in eV: 6.2
Total charge: -1
Lowest unoccupied orbital energy in eV: 1.91
Largest force on an atom in hartree/bohr: 0.0204

[2]
Here is a molecular structure, C26H24BN7V from the OMol25 dataset. Energies are from wB97M-V/def2-TZVPD.

Geometry as XYZ:
```
59
Properties=species:S:1:pos:R:3:forces:R:3
V -0.154180 -0.039380 -0.255768 0.5981 0.3853 0.4148
N -1.997720 0.334925 0.751320 -0.4549 -0.3959 -0.7727
C -1.911880 0.850775 2.084973 0.1395 -0.0392 0.2201
C -2.715665 1.812032 2.616014 -0.1884 -0.0203 -0.0547
C -2.537965 2.190185 3.963492 0.1248 -0.0487 0.1333
C -1.602452 1.562802 4.740746 -0.0591 0.0357 -0.0545
C -0.782411 0.541468 4.198829 -0.0234 0.0078 -0.0332
C 0.151925 -0.201456 4.950812 0.0542 -0.0796 -0.0485
C 0.845371 -1.205224 4.331911 -0.0669 0.0527 0.0565
C 0.663535 -1.423566 2.956718 -0.0578 0.1294 0.1465
N -0.154295 -0.725978 2.189749 0.1506 0.1867 0.0961
C -0.915518 0.215497 2.836624 0.1530 0.0149 0.1407
H -2.388183 -0.607855 0.804240 -0.0703 -0.0489 -0.0440
H -2.655030 0.862070 0.190250 -0.1045 0.2382 -0.1827
H -3.504179 2.271798 2.024892 0.0861 -0.0488 0.0478
H -3.166532 2.964650 4.379904 0.0011 -0.0140 0.0184
H -1.484475 1.827956 5.783435 -0.0111 0.0055 -0.0076
H 0.288308 0.010499 6.003701 0.0140 -0.0066 0.0012
H 1.539161 -1.831788 4.873567 0.0049 0.0100 0.0037
H 1.220918 -2.225391 2.500819 0.0573 -0.0367 -0.0347
B 2.042656 1.607444 -1.967431 -0.0328 -0.0904 -0.1216
N 2.629890 0.583707 -0.961939 0.2500 0.0183 0.2195
C 3.903427 0.251737 -0.805631 -0.0999 0.0689 -0.0029
C 3.995837 -0.809524 0.092093 0.0056 -0.0662 0.0609
C 2.694809 -1.072488 0.445370 0.0052 -0.3099 0.1000
N 1.855245 -0.226538 -0.189195 -0.3423 0.0819 -0.3944
N 1.049948 2.486316 -1.155745 -0.1056 0.2637 0.1657
C 0.940837 3.804463 -1.175765 0.0510 -0.1165 -0.0259
C -0.125232 4.194211 -0.360246 -0.0457 0.0584 0.0452
C -0.624538 3.021073 0.140239 -0.1018 0.0003 0.0566
N 0.088702 1.964458 -0.340494 -0.0288 -0.4293 -0.0064
H 1.443735 1.003507 -2.811325 -0.0130 0.0066 -0.1076
H 2.920206 2.301873 -2.381752 0.0057 -0.0014 0.0067
H 4.669810 0.784501 -1.343109 0.0041 0.0049 -0.0164
H 4.886334 -1.306903 0.432526 -0.0017 -0.0077 -0.0028
H 2.319475 -1.836524 1.106480 0.1332 0.1599 -0.2073
H 1.627821 4.394630 -1.759490 0.0052 0.0052 -0.0099
H -0.458096 5.195480 -0.151198 -0.0031 -0.0010 -0.0072
H -1.433398 2.888073 0.843333 0.1951 0.0105 -0.1647
C 0.258167 -4.417927 -0.348084 0.0052 -0.0218 0.0018
C 0.327069 -4.636067 -1.717269 -0.0117 0.0153 -0.0383
C 0.040806 -3.597022 -2.588699 0.0214 -0.1164 -0.0009
C -0.294263 -2.359620 -2.070670 -0.0240 -0.1929 0.0812
N -0.299948 -2.139912 -0.742400 -0.0362 0.2782 0.3656
C -0.046017 -3.150102 0.099610 -0.0236 -0.0550 -0.0053
C -0.727777 -1.193486 -2.834271 -0.1044 0.1835 -0.0862
C -1.063255 -1.226197 -4.177415 0.0516 -0.0278 -0.0612
C -1.595465 -0.096932 -4.783909 -0.0092 -0.0474 -0.0613
C -1.806305 1.063923 -4.054212 0.0170 0.0617 0.0483
C -1.442601 1.122208 -2.717835 0.0593 -0.0062 -0.0759
C -0.888407 -0.003242 -2.106179 -0.1144 -0.0156 0.3200
H 0.438290 -5.213257 0.360536 -0.0007 -0.0031 -0.0038
H 0.586589 -5.612523 -2.103581 -0.0002 -0.0017 -0.0018
H 0.074795 -3.749413 -3.657465 -0.0073 -0.0066 0.0037
H -0.111767 -2.926327 1.155837 -0.0412 -0.0576 -0.1630
H -0.940387 -2.133232 -4.754284 -0.0028 0.0096 -0.0030
H -1.864898 -0.130847 -5.830956 -0.0003 -0.0020 0.0026
H -2.239834 1.934272 -4.528216 0.0038 -0.0076 -0.0109
H -1.571001 2.052199 -2.183512 -0.0099 0.0298 0.0544
```
Positions in Å, forces in eV/Å.

Computed properties:
Frontier orbital gap (alpha / beta) in eV: 6.8 / 7.4
Total charge: +2
Lowest unoccupied orbital energy (alpha / beta) in eV: -7.91 / -7.30
Multiplicity: 2
Largest force on an atom in hartree/bohr: 0.0191

[3]
Here is a molecular structure, C26H24BeF5N4O2S2Se from the OMol25 dataset. Energies are from wB97M-V/def2-TZVPD.

Geometry as XYZ:
```
65
Properties=species:S:1:pos:R:3:forces:R:3
Be 0.432910 0.363985 -0.087940 0.3065 -0.1350 0.1657
S -0.499043 -1.280728 -0.959676 -0.1257 0.0369 -0.0135
C 0.074381 -1.089597 -2.535244 -0.0614 -0.0169 -0.0614
N -0.503149 -1.664957 -3.569247 -0.0031 0.0658 0.1003
C -0.148733 -1.267952 -4.931783 0.0733 -0.0266 -0.0410
C 1.344828 -1.149308 -5.029369 -0.0601 -0.0034 -0.0152
N 1.832820 -0.242753 -3.988749 -0.0462 0.0302 0.1209
C 2.989973 0.588551 -4.381888 0.0366 -0.0227 -0.0003
C 2.553824 1.667324 -5.341164 0.0223 -0.0125 -0.0151
C 2.918234 1.605093 -6.680623 0.0219 0.0063 0.0121
C 2.492264 2.583841 -7.568863 0.0055 -0.0059 0.0011
C 1.696239 3.624972 -7.119343 -0.0020 0.0053 -0.0120
C 1.331505 3.693325 -5.780663 -0.0067 0.0062 0.0141
C 1.759984 2.720505 -4.892965 -0.0187 -0.0077 -0.0011
C 1.268274 -0.187782 -2.804709 0.1593 0.0326 0.0007
S 1.863432 0.799330 -1.569341 -0.0475 -0.0158 -0.0705
C -1.696629 -2.530367 -3.450316 -0.0539 -0.0343 0.0230
C -2.932462 -1.810191 -3.925673 0.0085 0.0062 0.0198
C -3.509671 -2.135722 -5.146406 0.0240 0.0154 -0.0178
C -4.637482 -1.458578 -5.589107 -0.0001 -0.0063 -0.0146
C -5.189276 -0.453978 -4.810180 -0.0077 0.0088 0.0036
C -4.620655 -0.131083 -3.584541 -0.0100 0.0089 -0.0017
C -3.496570 -0.806495 -3.139536 -0.0078 -0.0221 0.0139
H -0.645140 -0.325529 -5.177316 0.0124 -0.0063 -0.0063
H -0.516677 -2.031032 -5.614059 0.0086 0.0051 0.0008
H 1.628026 -0.728392 -5.992226 -0.0218 0.0004 0.0032
H 1.834936 -2.119232 -4.906581 -0.0045 0.0079 -0.0222
H 3.711108 -0.080115 -4.854459 -0.0066 -0.0074 0.0019
H 3.438334 0.993266 -3.479888 0.0093 0.0166 -0.0227
H 3.553682 0.799544 -7.031365 0.0009 -0.0125 -0.0023
H 2.786673 2.533332 -8.608225 0.0025 -0.0016 -0.0066
H 1.365011 4.389303 -7.809105 -0.0019 0.0032 -0.0037
H 0.719538 4.512084 -5.427156 -0.0036 0.0049 0.0023
H 1.484740 2.784674 -3.846832 -0.0042 0.0005 0.0128
H -1.789584 -2.846235 -2.415664 0.0197 0.0012 -0.0163
H -1.496151 -3.410614 -4.062365 -0.0271 -0.0060 -0.0001
H -3.088157 -2.932559 -5.749272 0.0003 -0.0083 -0.0024
H -5.087646 -1.722227 -6.536500 -0.0042 -0.0027 -0.0055
H -6.072479 0.069400 -5.150211 -0.0086 0.0058 -0.0042
H -5.064113 0.635866 -2.964142 -0.0029 0.0054 0.0030
H -3.079623 -0.572811 -2.166689 0.0075 -0.0008 0.0156
C -0.442071 3.102067 3.660654 -0.0433 0.0007 0.0828
O -0.502380 2.977065 2.224322 0.1113 -0.0024 -0.0791
C 0.008402 1.939701 1.652979 -0.2995 -0.0120 0.0438
O -0.129570 1.782250 0.420021 -0.0776 0.0098 -0.0270
N 0.770640 1.048126 2.338581 0.2576 0.0928 0.0334
N 0.968414 -0.127184 1.582396 -0.1748 -0.0972 -0.1556
H -0.872628 4.072132 3.878880 0.0086 -0.0144 -0.0012
H 0.592321 3.070265 4.001335 -0.0007 0.0282 -0.0014
H -1.047218 2.317036 4.114504 -0.0005 -0.0248 -0.0233
H 0.608099 0.913123 3.326271 -0.1384 -0.0205 -0.0031
H 0.200284 -0.782289 1.851722 0.0390 0.0178 -0.0261
H 1.898011 -0.500057 1.749335 -0.0363 0.0130 0.0211
F -5.310053 -4.335655 4.855769 -0.0121 -0.0216 0.0140
C -4.624664 -3.443556 4.145620 0.0431 0.0617 -0.0470
C -5.171928 -2.891475 2.999222 0.0728 0.0106 0.0376
F -6.390590 -3.258839 2.605171 -0.0320 -0.0165 -0.0063
C -4.449997 -1.963130 2.268725 0.0006 -0.0123 0.0221
F -5.020384 -1.464447 1.167302 -0.0205 -0.0038 -0.0134
C -3.178023 -1.550885 2.644628 0.1583 -0.0723 0.0596
Se -2.219232 -0.249128 1.655677 0.0113 0.1705 -0.0797
C -2.658126 -2.129732 3.793967 -0.0002 0.0009 0.0169
F -1.425011 -1.789482 4.221718 -0.0335 -0.0313 -0.0004
C -3.355383 -3.058705 4.544170 -0.0110 0.0130 -0.0318
F -2.814296 -3.584809 5.644829 -0.0050 -0.0088 0.0059
```
Positions in Å, forces in eV/Å.

Computed properties:
Frontier orbital gap in eV: 4.6
Total charge: +1
Lowest unoccupied orbital energy in eV: -4.56
Largest force on an atom in hartree/bohr: 0.0073